14
Properties=species:S:1:pos:R:3:forces:R:3 method="wB97M-V/def2-TZVPD" de_lowest_kj_mol=734.5 largest_force_ha_per_bohr=0.1090 total_charge=0 homo_lumo_gap_ev=8.69
N 1.7385 -0.1236 0.0972 0.947 -1.942 -2.765
C 0.8024 0.1278 0.9264 -0.521 0.266 1.335
H -1.1715 1.0668 -1.4216 -0.186 -0.661 1.038
C -2.3698 -1.5314 -0.0580 -1.956 -3.318 1.056
C -1.1825 0.4998 -0.4460 0.661 2.851 -4.781
H 0.9149 -0.4083 1.8972 -0.021 0.589 -1.036
O 1.7123 0.4838 -1.2629 -1.014 1.561 1.971
O 2.6104 -0.9869 0.1897 0.538 0.081 0.375
H 1.8472 -0.2033 -1.9196 0.274 -0.920 0.482
C -0.3414 1.0372 0.6089 0.528 1.281 3.059
H -1.0556 1.0440 1.4964 1.227 0.189 -0.452
H 0.1374 2.1040 0.5473 -1.576 -1.800 -0.620
H -1.8939 -2.4994 -0.1835 -0.050 -0.397 -0.127
N -1.7484 -0.6105 -0.4714 1.150 2.221 0.465

=====

14
Properties=species:S:1:pos:R:3:forces:R:3 method="wB97M-V/def2-TZVPD" de_lowest_kj_mol=605.4 largest_force_ha_per_bohr=0.0674 total_charge=0 homo_lumo_gap_ev=9.65
C 1.6524 -0.9371 0.4207 -2.999 0.240 -1.720
H -1.0782 1.2987 -1.0344 0.583 0.176 1.798
H -1.8936 -0.8926 0.9584 0.966 -0.267 -1.137
O -0.4173 -1.0853 -0.6411 0.510 -0.606 -0.664
N 0.4613 -1.4344 0.3662 1.724 -1.989 1.807
H -2.5188 -0.5119 -0.7037 1.987 -0.475 0.511
O 0.1922 1.0552 0.7620 -0.315 1.092 -2.923
C -1.0805 0.9726 0.0647 -1.752 0.235 0.290
H 2.6719 0.2464 -1.2015 -0.063 0.181 0.057
C 1.8928 0.2515 -0.4416 1.114 -0.593 -0.016
C -1.5562 -0.5221 -0.0570 -1.708 2.680 1.147
H 2.2913 -1.3205 1.1928 0.234 -0.038 0.104
N 1.1661 1.2746 -0.3651 -0.755 -0.057 1.562
H -1.7836 1.6050 0.6796 0.473 -0.578 -0.816

=====

14
Properties=species:S:1:pos:R:3:forces:R:3 method="wB97M-V/def2-TZVPD" de_lowest_kj_mol=409.0 largest_force_ha_per_bohr=0.1530 total_charge=0 homo_lumo_gap_ev=10.09
H 0.8689 1.5741 -1.1538 -1.694 -2.869 -0.005
O -0.9436 0.9000 3.4270 1.101 -1.762 0.254
H 1.0318 -1.0712 -2.3877 -1.489 2.248 0.655
C 0.0543 -0.4052 -2.1603 1.227 -3.132 -2.764
N 0.5317 -0.5717 2.1570 1.090 -4.232 6.545
H -0.2670 0.0554 -3.1748 0.281 -1.245 1.707
H -0.9626 1.2689 -1.1166 2.201 -1.418 -0.602
H -0.5482 -1.3102 -1.7932 -0.094 1.630 -0.898
H 0.8155 -1.5863 2.6370 -1.332 4.032 -0.924
C 0.0603 0.6326 -1.1185 -0.665 4.218 -0.118
O 0.7957 -0.7386 0.8942 -0.642 1.012 -5.077
C -0.4749 0.3310 2.4726 -1.414 1.915 -3.550
N -0.8751 0.7768 1.0872 2.041 -2.002 -0.245
C -0.0867 0.1445 0.2301 -0.612 1.604 5.023

=====

14
Properties=species:S:1:pos:R:3:forces:R:3 method="wB97M-V/def2-TZVPD" de_lowest_kj_mol=489.2 largest_force_ha_per_bohr=0.1070 total_charge=0 homo_lumo_gap_ev=10.40
H 0.6487 1.9981 0.5094 0.128 -1.060 -0.468
N -0.0093 0.0134 0.4771 1.298 -0.009 -3.189
C -1.8673 -0.4774 1.0197 -4.970 -1.366 1.921
H 2.9887 1.5264 -0.4681 -0.649 -0.099 -0.149
H 0.7024 -0.7897 -2.0106 -1.098 -1.294 0.547
H -2.9041 -0.0198 1.1086 0.670 -1.666 0.737
C 2.1983 0.7778 -0.4143 -3.300 -1.594 1.975
O -1.1969 0.6375 0.8176 1.438 2.907 1.480
C -0.5504 -0.7361 -0.6426 -2.075 -3.171 1.617
H -1.3888 -1.1228 1.8425 -1.160 0.939 -0.797
C 0.9300 0.9739 0.1531 4.514 2.523 -0.820
H 2.4374 -0.3049 -0.5339 0.250 1.070 -0.296
O -1.8152 -1.1742 -0.1961 1.697 1.002 0.159
N -0.1735 -1.3022 -1.6625 3.255 1.820 -2.718

=====

For the records above, the corresponding E_tot values read -11313.429, -11314.768, -11316.803, -11315.972 eV.
For the records above, the corresponding E_HOMO values read -8.2, -9.1, -9.7, -9.5 eV.